(1)
Below is a structure of composition C5H3O3Sn at a distorted geometry, with properties calculated with ωB97M-V/def2-TZVPD.

The geometry in XYZ format:
```
12
Properties=species:S:1:pos:R:3:forces:R:3:mulliken_spin:R:1
C 0.7146 0.8244 0.8170 -3.13 -0.67 -0.89 0.599
C 1.4025 0.6204 1.9131 3.28 -0.82 2.91 0.093
O 2.1614 0.3805 2.7531 -2.08 0.62 -1.90 0.269
C -0.5124 1.4579 0.2667 0.14 -0.33 -0.73 -0.001
C -0.6040 -0.0134 0.0911 1.12 0.82 0.77 -0.014
O -0.2014 -0.6387 -1.0371 -0.43 2.45 1.85 0.001
C 0.1154 -2.3449 -0.8603 0.53 -2.83 1.28 0.000
O 0.0729 -2.6819 -1.9978 0.33 -1.02 0.36 0.001
Sn -0.3004 -0.8925 -2.9627 -0.55 1.16 -4.33 -0.003
H -1.2102 1.8848 0.9932 0.30 0.20 -0.14 0.025
H -0.3442 2.0295 -0.6554 -0.09 0.16 0.42 0.028
H -1.2943 -0.6261 0.6790 0.58 0.25 0.40 0.002
```
Positions in Å, forces in eV/Å.

## Properties
- Charge: +2
- Multiplicity: 2
- Expectation value of S²: 0.76
- E_LUMO (alpha / beta): -10.1 / -11.8 eV
- Energy relative to the best compared isomer or geometry (same formula, charge and spin): 5.4 kcal/mol
- Kohn-Sham gap (alpha / beta): 8.8 / 7.0 eV

---

(2)
Below is the ion C5H3O4 with charge -1 at a distorted geometry, with properties calculated with ωB97M-V/def2-TZVPD.

The geometry in XYZ format:
```
12
Properties=species:S:1:pos:R:3:forces:R:3:mulliken_charge:R:1
C -2.6184 -2.6114 0.1683 -1.24 -1.29 1.31 -0.342
C -2.2764 0.6439 -0.2801 0.83 -2.09 -0.02 0.162
C -1.4849 -0.4447 -0.4117 -0.20 0.48 -1.54 0.568
C -2.7565 1.9000 -0.0902 1.66 2.65 1.36 0.781
C -0.0883 -0.1328 -0.0156 2.09 -0.39 -3.22 -1.318
O -2.6477 3.0363 0.3158 -0.59 -0.76 -0.43 -0.654
O -3.1117 -1.9854 1.0284 0.34 -0.11 -0.48 -0.261
O -1.7594 -1.6030 -0.9652 0.61 1.91 0.04 -0.451
O -3.6009 1.1553 -0.7547 -1.91 -0.71 -0.84 -0.469
H 0.4917 -0.9215 0.3638 0.16 -1.59 0.96 0.389
H -0.0166 0.6561 0.6374 0.08 2.05 1.54 0.379
H 0.6243 0.1193 -0.9338 -1.81 -0.15 1.31 0.217
```
Positions in Å, forces in eV/Å.

## Properties
- Charge: -1
- E_LUMO: 3.9 eV
- Energy relative to the best compared isomer or geometry (same formula, charge and spin): 36.1 kcal/mol
- Kohn-Sham gap: 7.7 eV

---

(3)
Below is a structure of composition C5H4 at a distorted geometry, with properties calculated with ωB97M-V/def2-TZVPD.

The geometry in XYZ format:
```
9
Properties=species:S:1:pos:R:3:forces:R:3:mulliken_spin:R:1
C 2.2316 -0.5977 0.0398 0.06 -0.22 1.27 0.282
C -0.4463 -0.3534 -1.1281 1.00 1.31 3.34 0.408
C 1.2205 -1.1421 -0.3830 -1.59 0.29 -1.00 0.277
C -0.7356 0.4447 -0.1298 0.56 -2.81 -3.91 0.346
C -0.8106 1.2146 0.9460 -0.51 0.50 3.10 0.591
H 3.0164 -0.4165 0.7601 0.00 0.06 -0.74 0.008
H -0.6712 -0.7103 -2.1136 0.12 0.18 0.04 0.005
H -0.8870 2.2533 0.8321 -0.69 1.48 -0.70 0.047
H -0.9992 1.0178 2.0422 1.05 -0.79 -1.39 0.036
```
Positions in Å, forces in eV/Å.

## Properties
- Multiplicity: 3
- Expectation value of S²: 2.03
- E_LUMO (alpha / beta): 0.9 / -2.7 eV
- Energy relative to the best compared isomer or geometry (same formula, charge and spin): 59.8 kcal/mol
- Kohn-Sham gap (alpha / beta): 8.0 / 6.8 eV